Entry 1:
ORCA calculation (ωB97M-V/def2-TZVPD) on a 2-piece molecular cluster, C2H5O3P overall.

Values from the calculation:
Relative energy (zero: lowest compared OMol25 entry of this formula, charge and spin) (kJ/mol): 117.3
LUMO level (Eh): 0.0017
2S+1: 1
Max |F| (hartree/bohr): 0.04709
SMILES: CP(=O)=O.C=O
DFT total energy (Ha): -646.2775
Charge: 0

CARTESIAN COORDINATES (ANGSTROEM)
C (1.148, 0.832, -0.239)
P (2.028, -0.778, -0.116)
O (2.252, -1.344, -1.425)
O (2.216, -1.480, 1.138)
H (1.423, 1.039, -1.274)
H (0.105, 0.690, -0.160)
H (1.349, 1.621, 0.501)
C (-2.587, -0.137, 0.432)
O (-2.318, 0.893, -0.140)
H (-3.683, -0.315, 0.806)
H (-1.934, -1.022, 0.477)

Entry 2:
ORCA calculation (ωB97M-V/def2-TZVPD) on C6H18N2O as an isolated structure.

Values from the calculation:
Relative energy (zero: lowest compared OMol25 entry of this formula, charge and spin) (kJ/mol): 245.3
LUMO level (Eh): 0.0311
2S+1: 1
Max |F| (hartree/bohr): 0.04396
DFT total energy (Ha): -424.0564
Charge: 0

CARTESIAN COORDINATES (ANGSTROEM)
C (0.599, -1.290, 0.130)
C (0.839, 0.544, -0.700)
C (1.703, -2.038, -0.597)
C (0.135, 0.670, -2.045)
C (0.914, 1.874, 0.062)
N (-0.649, -1.837, 0.044)
O (0.938, -1.023, 1.466)
H (0.385, -1.614, 1.992)
H (1.882, 0.307, -0.913)
H (-0.828, -2.214, -0.880)
H (-1.484, -0.872, 0.410)
H (1.566, -1.975, -1.675)
H (2.676, -1.627, -0.340)
H (1.672, -3.088, -0.297)
H (0.117, -0.285, -2.577)
H (-0.903, 0.999, -1.939)
H (1.578, 2.586, -0.443)
H (-0.058, 2.371, 0.141)
H (1.279, 1.701, 1.076)
H (0.627, 1.399, -2.699)
C (-1.916, 0.842, 1.985)
N (-1.828, 0.354, 0.606)
H (-2.573, 0.715, 0.021)
H (-0.893, 0.626, 0.158)
H (-1.904, 1.934, 2.029)
H (-1.050, 0.471, 2.529)
H (-2.825, 0.469, 2.459)

Entry 3:
ORCA calculation (ωB97M-V/def2-TZVPD) on C9H15AsO7P2RuTe4 as an isolated structure.

Values from the calculation:
Relative energy (zero: lowest compared OMol25 entry of this formula, charge and spin) (kJ/mol): 3.2
LUMO level (alpha / beta) (Eh): 0.0761 / 0.0227
2S+1: 2
Max |F| (hartree/bohr): 0.00774
DFT total energy (Ha): -4964.4981
Charge: -1

CARTESIAN COORDINATES (ANGSTROEM)
Ru (-0.983, 2.005, -0.357)
Te (-0.923, 3.668, 1.572)
Te (-1.275, 9.844, 1.007)
Te (-0.474, 7.557, 1.946)
Te (-1.051, 5.842, -0.073)
O (-2.369, 2.423, -4.166)
P (-1.429, 2.203, -2.901)
O (-1.839, 0.969, -2.142)
O (-1.394, 3.428, -2.005)
O (0.000, 2.006, -3.580)
P (1.319, 1.661, -2.662)
O (1.680, 0.158, -3.141)
O (0.823, 1.485, -1.241)
O (2.418, 2.576, -2.999)
H (-2.216, 3.280, -4.580)
H (2.422, 0.217, -3.753)
C (-1.595, -0.450, 2.476)
As (-0.509, 0.135, 0.975)
C (1.261, 0.104, 1.759)
C (-0.503, -1.436, -0.207)
C (0.109, -2.662, 0.384)
C (1.471, -2.919, 0.223)
C (2.060, -4.032, 0.804)
C (1.297, -4.915, 1.557)
C (-0.060, -4.675, 1.719)
C (-0.646, -3.560, 1.137)
H (-1.205, -1.370, 2.911)
H (-2.620, -0.600, 2.139)
H (-1.590, 0.341, 3.227)
H (1.497, -0.869, 2.188)
H (1.298, 0.872, 2.531)
H (1.971, 0.364, 0.976)
H (0.033, -1.092, -1.093)
H (-1.544, -1.586, -0.496)
H (2.067, -2.233, -0.368)
H (3.118, -4.213, 0.665)
H (1.756, -5.785, 2.010)
H (-0.667, -5.361, 2.297)
H (-1.709, -3.383, 1.261)

Entry 4:
ORCA calculation (ωB97M-V/def2-TZVPD) on a 9-piece molecular cluster, C22H50N8O19 overall.

Values from the calculation:
LUMO level (Eh): -0.0126
2S+1: 1
Max |F| (hartree/bohr): 0.09500
SMILES: CCCOC(=O)OCC[C@@H](C)CCC=C(C)C.C[N+](=O)[O-].C[N+](=O)[O-].C[N+](=O)[O-].C[N+](=O)[O-].C[N+](=O)[O-].C[N+](=O)[O-].C[N+](=O)[O-].C[N+](=O)[O-]
DFT total energy (Ha): -2734.8838
Charge: 0

CARTESIAN COORDINATES (ANGSTROEM)
C (-1.484, -4.780, 3.272)
C (-1.038, -3.265, 2.945)
C (-0.186, -3.294, 1.560)
O (-0.637, -2.148, 0.769)
C (-0.647, -2.461, -0.625)
O (-1.693, -2.995, -1.079)
O (0.476, -2.158, -1.453)
C (-0.044, -1.159, -2.414)
C (1.099, -0.134, -2.915)
C (0.984, 1.178, -1.950)
C (1.620, 0.726, -0.528)
C (1.835, 2.402, -2.525)
C (1.024, 3.753, -2.808)
C (-0.156, 4.074, -1.792)
C (-1.430, 4.603, -2.211)
C (-2.076, 5.738, -1.291)
C (-2.145, 4.008, -3.538)
H (-2.356, -5.066, 2.579)
H (-1.739, -4.940, 4.379)
H (-0.630, -5.501, 3.005)
H (-1.950, -2.579, 2.882)
H (-0.362, -2.840, 3.761)
H (0.914, -3.202, 1.848)
H (-0.374, -4.244, 0.955)
H (-0.445, -1.758, -3.316)
H (-0.916, -0.637, -1.901)
H (0.773, 0.190, -3.974)
H (2.148, -0.576, -2.889)
H (-0.132, 1.361, -1.823)
H (2.340, 1.513, -0.093)
H (2.096, -0.322, -0.564)
H (0.769, 0.636, 0.250)
H (2.257, 2.056, -3.547)
H (2.761, 2.639, -1.873)
H (0.664, 3.844, -3.902)
H (1.786, 4.618, -2.691)
H (-0.056, 3.850, -0.676)
H (-3.041, 6.170, -1.715)
H (-2.287, 5.252, -0.267)
H (-1.315, 6.574, -1.138)
H (-2.126, 4.736, -4.418)
H (-1.551, 3.085, -3.867)
H (-3.231, 3.714, -3.280)
C (-5.599, 1.235, -3.619)
N (-5.927, 2.658, -3.895)
O (-6.618, 3.243, -3.077)
O (-5.479, 3.138, -4.923)
H (-6.061, 0.945, -2.677)
H (-5.993, 0.642, -4.440)
H (-4.514, 1.154, -3.558)
C (-3.194, -1.930, 6.243)
N (-1.889, -1.448, 5.721)
O (-0.952, -2.230, 5.742)
O (-1.849, -0.301, 5.308)
H (-3.081, -2.961, 6.574)
H (-3.473, -1.285, 7.076)
H (-3.918, -1.862, 5.431)
C (5.869, 4.439, -0.264)
N (4.645, 4.135, -1.050)
O (4.760, 3.374, -1.999)
O (3.611, 4.670, -0.687)
H (6.708, 3.897, -0.697)
H (6.036, 5.514, -0.316)
H (5.688, 4.116, 0.762)
C (-3.625, -2.027, -5.873)
N (-5.035, -1.576, -6.004)
O (-5.615, -1.241, -4.981)
O (-5.511, -1.573, -7.124)
H (-3.337, -1.978, -4.824)
H (-3.573, -3.051, -6.240)
H (-3.010, -1.359, -6.475)
C (2.718, 4.235, -6.931)
N (1.664, 3.297, -6.466)
O (1.853, 2.105, -6.646)
O (0.682, 3.791, -5.936)
H (3.526, 3.660, -7.379)
H (2.265, 4.901, -7.664)
H (3.073, 4.787, -6.061)
C (-0.722, -6.393, 7.586)
N (-2.130, -6.551, 7.136)
O (-2.742, -5.536, 6.840)
O (-2.571, -7.685, 7.093)
H (-0.466, -5.335, 7.575)
H (-0.654, -6.795, 8.596)
H (-0.092, -6.950, 6.896)
C (3.514, -5.622, 5.403)
N (2.607, -6.595, 6.067)
O (2.072, -6.244, 7.107)
O (2.464, -7.674, 5.521)
H (3.545, -4.710, 5.996)
H (4.501, -6.079, 5.346)
H (3.112, -5.423, 4.410)
C (4.164, 2.628, 3.676)
N (5.492, 3.087, 3.191)
O (6.415, 2.294, 3.247)
O (5.559, 4.233, 2.771)
H (4.252, 1.598, 4.017)
H (3.868, 3.282, 4.495)
H (3.467, 2.699, 2.841)

Entry 5:
ORCA calculation (ωB97M-V/def2-TZVPD) on a 4-piece molecular cluster, C21H47N6O5 overall.

Values from the calculation:
LUMO level (Eh): -0.0779
2S+1: 1
Max |F| (hartree/bohr): 0.05728
DFT total energy (Ha): -1532.6221
Charge: +1

CARTESIAN COORDINATES (ANGSTROEM)
C (-1.596, -2.051, 1.294)
C (-1.910, -2.769, 0.355)
N (-2.241, -3.584, -0.833)
N (-3.419, -4.302, -0.450)
C (-1.198, -4.629, -1.123)
C (0.269, -4.068, -1.348)
C (0.651, -3.730, -2.860)
C (2.126, -3.061, -2.805)
C (1.930, -1.474, -2.664)
O (3.189, -0.796, -2.619)
C (3.391, 0.084, -3.747)
C (3.202, 1.589, -3.209)
C (-2.492, -2.598, -1.951)
C (-2.776, -3.241, -3.385)
O (-2.546, -2.172, -4.355)
C (-4.317, -3.667, -3.617)
N (-4.378, -4.939, -4.420)
H (-1.605, -1.289, 2.118)
H (-3.735, -4.912, -1.212)
H (-4.117, -3.596, -0.188)
H (-1.496, -5.322, -1.979)
H (-1.152, -5.309, -0.205)
H (0.538, -3.168, -0.718)
H (0.981, -4.902, -1.022)
H (0.721, -4.714, -3.429)
H (-0.047, -2.999, -3.372)
H (2.573, -3.396, -1.806)
H (2.780, -3.365, -3.673)
H (1.402, -1.323, -1.655)
H (1.220, -1.114, -3.471)
H (2.719, -0.134, -4.636)
H (4.466, -0.020, -4.126)
H (2.109, 1.849, -3.086)
H (3.729, 2.325, -3.891)
H (3.710, 1.677, -2.189)
H (-3.435, -2.014, -1.667)
H (-1.677, -1.801, -2.035)
H (-2.075, -4.077, -3.685)
H (-1.687, -1.737, -4.177)
H (-4.851, -2.893, -4.251)
H (-4.899, -3.754, -2.647)
H (-3.670, -5.608, -4.090)
H (-4.131, -4.663, -5.385)
C (4.200, 0.524, 1.883)
O (3.170, 0.878, 1.338)
N (5.020, -0.464, 1.442)
C (6.233, -0.831, 2.147)
C (4.671, -1.174, 0.226)
H (4.556, 0.998, 2.813)
H (7.089, -0.690, 1.483)
H (6.170, -1.881, 2.443)
H (6.366, -0.217, 3.038)
H (4.609, -0.463, -0.599)
H (3.694, -1.646, 0.356)
H (5.418, -1.935, -0.001)
C (-3.166, 1.766, 2.578)
O (-3.248, 0.982, 1.643)
N (-2.011, 2.219, 3.123)
C (-1.996, 3.154, 4.236)
C (-0.747, 1.758, 2.580)
H (-4.063, 2.180, 3.065)
H (-1.473, 4.055, 3.934)
H (-1.476, 2.694, 5.079)
H (-3.011, 3.413, 4.540)
H (-0.689, 2.028, 1.523)
H (-0.694, 0.670, 2.665)
H (0.086, 2.207, 3.119)
C (-0.468, 6.336, 4.031)
O (-0.413, 5.489, 4.908)
N (-1.165, 7.496, 4.107)
C (-1.182, 8.456, 3.020)
C (-1.919, 7.787, 5.313)
H (0.067, 6.214, 3.075)
H (-0.783, 9.408, 3.378)
H (-2.212, 8.595, 2.682)
H (-0.576, 8.107, 2.183)
H (-1.237, 7.807, 6.166)
H (-2.657, 6.999, 5.474)
H (-2.423, 8.749, 5.224)

Entry 6:
ORCA calculation (ωB97M-V/def2-TZVPD) on a 2-piece molecular cluster, CH5NP2 overall.

Values from the calculation:
Relative energy (zero: lowest compared OMol25 entry of this formula, charge and spin) (kJ/mol): 122.5
LUMO level (alpha / beta) (Eh): -0.0311 / -0.0341
2S+1: 1
Max |F| (hartree/bohr): 0.06421
DFT total energy (Ha): -778.4672
Charge: 0

CARTESIAN COORDINATES (ANGSTROEM)
C (1.753, -1.086, 0.304)
N (-2.140, 0.804, -0.212)
P (-2.508, 2.306, -0.010)
P (-2.362, -0.682, -0.324)
H (0.857, -1.689, -0.014)
H (2.460, -0.718, -0.462)
H (1.488, -0.120, 0.799)
H (-1.878, 2.951, -1.112)
H (2.329, -1.766, 1.031)

Which value of DFT total energy does entry 5 give?
-1532.6221 Ha

Which value of max |F| does entry 6 give?
0.06421 hartree/bohr

What did the first record say?
ORCA calculation (ωB97M-V/def2-TZVPD) on a 2-piece molecular cluster, C2H5O3P overall.

Values from the calculation:
Relative energy (zero: lowest compared OMol25 entry of this formula, charge and spin) (kJ/mol): 117.3
LUMO level (Eh): 0.0017
2S+1: 1
Max |F| (hartree/bohr): 0.04709
SMILES: CP(=O)=O.C=O
DFT total energy (Ha): -646.2775
Charge: 0

CARTESIAN COORDINATES (ANGSTROEM)
C (1.148, 0.832, -0.239)
P (2.028, -0.778, -0.116)
O (2.252, -1.344, -1.425)
O (2.216, -1.480, 1.138)
H (1.423, 1.039, -1.274)
H (0.105, 0.690, -0.160)
H (1.349, 1.621, 0.501)
C (-2.587, -0.137, 0.432)
O (-2.318, 0.893, -0.140)
H (-3.683, -0.315, 0.806)
H (-1.934, -1.022, 0.477)

The highest DFT total energy belongs to which entry?
C6H18N2O